Molecular formula: C36H75N4O10
Method: DFT, wB97M-V/def2-TZVPD

Element x y z (Å)
O1 0.72066 -4.70013 -1.11550
C1 2.76208 2.35367 0.34553
H1 -5.13645 4.69400 -2.00497
H2 3.64301 -3.47413 3.20424
C2 0.67450 2.80636 -3.39858
H3 4.43034 -0.59849 0.90479
N1 -0.61109 -3.09693 -3.86783
C3 -1.84769 -0.74565 -2.76267
H4 4.37868 -3.14570 8.01490
N2 -4.06863 3.57419 -0.42032
C4 0.32976 4.77514 1.69720
O2 -0.11210 -3.37918 0.45104
C5 0.57723 -5.50512 3.84679
C6 5.56021 0.98299 -0.10119
C7 -0.36053 -0.76592 -2.96192
O3 0.12881 -0.33014 2.42247
H5 -3.45995 -4.61489 -2.58409
H6 -0.40356 2.66164 -3.45466
C8 0.76058 -3.68917 -0.39217
O4 -0.61377 1.44731 1.48600
H7 -2.12448 2.74679 -0.19830
C9 -4.61351 2.51454 0.48362
C10 -0.31780 -4.28155 4.00693
H8 4.65858 -3.25327 5.03733
H9 -3.98168 7.63304 0.91704
H10 2.19028 -3.54788 6.76294
C11 -0.25123 0.22825 1.35982
H11 -3.92553 -3.48709 -4.61338
H12 2.40008 -0.15839 -0.50959
H13 0.22796 -0.20005 -5.58374
H14 6.57922 0.82798 -0.45612
C12 -2.39316 -4.60619 -2.80570
C13 1.27839 2.64108 -2.06415
H15 2.13248 -2.53092 -4.50695
H16 4.11395 -4.57685 6.09191
C14 1.59198 -1.98658 -3.73196
O5 0.73750 5.94531 1.53269
C15 -3.15380 5.93338 -0.33497
H17 -4.73215 7.34991 -0.62206
H18 -2.25076 3.82302 -1.68642
H19 -4.15573 2.57725 1.46840
H20 2.83029 -5.53736 4.14941
C16 0.09972 -1.74954 -4.03918
H21 1.34755 -2.36592 0.24945
C17 -0.15701 -1.21099 -5.44753
H22 5.05858 -1.09493 -0.54601
H23 -3.20590 8.16071 -0.56918
H24 -2.31559 -0.40718 -3.68879
H25 -6.54513 1.82604 0.69839
C18 2.66465 -3.13427 5.87335
O6 -0.05306 -4.13355 -4.48902
N3 1.95945 -3.66740 4.60621
H26 -2.17066 -5.38404 -3.53495
H27 -5.23254 2.94144 -2.07700
H28 -1.15040 -4.49274 4.67742
C19 -3.69521 4.77761 0.48599
H29 1.94303 -5.61295 5.63758
H30 1.70846 2.08775 0.42964
H31 5.94884 -3.25068 7.13996
H32 4.96678 -1.78440 7.17585
H33 0.22479 -3.05720 5.70660
H34 3.05538 3.39776 0.43331
C20 4.66493 -0.19149 -0.07926
C21 -2.32613 -2.13969 -2.30493
H35 2.55996 -2.05925 3.23357
C22 3.35502 0.24469 -0.84106
H36 3.14507 1.77220 1.18526
H37 1.68327 -2.55625 -2.80787
H38 2.12722 -1.03873 -3.67171
H39 0.91398 1.76783 -1.51680
H40 -1.85045 -4.73519 -1.86919
H41 -0.30964 3.14260 1.03549
H42 -4.63451 5.13198 0.91317
C23 -6.55374 3.67628 -0.65360
C24 -2.95595 -2.99047 -4.66847
C25 0.53139 -3.21536 4.67250
H43 -2.13261 -0.04435 -1.97779
H44 0.13903 -1.06393 -2.03791
C26 -2.07697 -3.21177 -3.41851
H45 3.52091 0.01608 -1.89443
C27 2.77855 2.39948 -2.16642
H46 0.04170 0.24571 -3.02183
C28 4.15667 -3.49245 5.97587
H47 5.18855 1.97308 -1.91058
H48 0.88893 -5.59606 2.80531
H49 5.09827 3.19442 -0.69693
H50 1.04706 3.49731 -1.42977
H51 1.96952 -3.57019 2.48865
H52 -1.20926 -1.11738 -5.71878
O7 1.74186 -2.81737 -0.51648
H53 3.23560 3.37653 -2.33859
C29 -2.72171 3.08023 -1.04749
H54 -6.15774 3.37497 1.53621
O8 0.55946 4.18487 2.76435
C30 -5.24239 3.79575 -1.39867
H55 0.02530 -1.26280 0.63236
H56 -2.59588 -3.48710 -5.57141
O9 -0.22572 -0.41573 0.23048
H57 0.99593 3.79461 -3.73359
H58 5.78906 1.38221 0.88904
H59 -2.95808 2.18175 -1.61849
H60 -2.09609 6.02891 -0.08117
C31 4.92840 -2.87217 7.11197
C32 4.90190 2.13811 -0.86902
H61 1.12007 2.17235 -4.16863
H62 -4.54343 1.55961 -0.03596
C33 -6.11581 2.82190 0.59870
N4 3.41899 1.81238 -0.94260
H63 0.25389 -1.79277 -6.27325
H64 3.10279 1.86107 -3.05815
C34 1.89653 -5.22958 4.61855
H65 -3.16772 -1.96463 -4.96812
H66 -6.90704 4.65810 -0.33722
H67 -0.72221 -3.95877 3.04805
H68 -3.02938 4.34360 1.22988
H69 0.12854 -6.46715 4.08924
C35 2.60704 -3.14708 3.26392
H70 -3.15168 5.76761 -1.41262
H71 2.56436 -2.04873 5.89801
H72 -1.78011 -2.43808 -1.40876
H73 -3.39161 -2.09450 -2.08088
H74 0.52306 -2.19985 4.27309
C36 -3.76584 7.34621 -0.11200
O10 -0.24168 4.04188 0.67606
H75 -7.38415 3.28473 -1.23872

Forces on atoms 1 to 3 (eV/Å):
O 0.497 0.477 -0.492
C 0.535 -0.731 0.082
H 0.309 0.071 0.291

Output
**HOMO energy**: -7.26 eV
**Gap between HOMO and LUMO**: 0.0563 Eh
**Calculated total energy**: -2387.6427 a.u.
**ΔE to the lowest compared entry with this formula, charge and spin**: 0.0 kJ/mol
**Net charge**: +1

Here are the Löwdin charges for atoms 1 to 99, given in e:
1. O -0.02
2. C 0.07
3. H 0.13
4. H 0.09
5. C -0.11
6. H 0.11
7. N 0.13
8. C -0.16
9. H 0.08
10. N -0.23
11. C -0.88
12. O -0.05
13. C -0.13
14. C -0.17
15. C -0.15
16. O -0.04
17. H 0.10
18. H 0.07
19. C -0.90
20. O -0.06
21. H 0.08
22. C -0.13
23. C -0.13
24. H 0.10
25. H 0.08
26. H 0.13
27. C -0.84
28. H 0.10
29. H 0.11
30. H 0.10
31. H 0.12
32. C 0.00
33. C -0.25
34. H 0.09
35. H 0.11
36. C 0.00
37. O -0.08
38. C -0.22
39. H 0.06
40. H 0.10
41. H 0.14
42. H 0.12
43. C -0.41
44. H 0.07
45. C 0.01
46. H 0.12
47. H 0.08
48. H 0.11
49. H 0.11
50. C -0.12
51. O 0.20
52. N -0.22
53. H 0.09
54. H 0.13
55. H 0.12
56. C -0.08
57. H 0.13
58. H 0.09
59. H 0.08
60. H 0.08
61. H 0.13
62. H 0.13
63. C -0.14
64. C -0.08
65. H 0.11
66. C -0.03
67. H 0.12
68. H 0.08
69. H 0.09
70. H 0.10
71. H 0.09
72. H 0.01
73. H 0.13
74. C -0.12
75. C -0.01
76. C -0.12
77. H 0.10
78. H 0.10
79. C -0.40
80. H 0.11
81. C -0.13
82. H 0.11
83. C -0.25
84. H 0.13
85. H 0.11
86. H 0.15
87. H 0.12
88. H 0.09
89. H 0.08
90. O 0.06
91. H 0.14
92. C 0.05
93. H 0.11
94. O -0.05
95. C -0.10
96. H 0.06
97. H 0.10
98. O 0.08
99. H 0.09